Below is a cluster of 18 separate species, C82H211N11O29 in total in a non-equilibrium geometry, with properties calculated with wB97M-V/def2-TZVPD.

Output
multiplicity	1
Kohn-Sham gap	8.70	eV
HOMO	-8.141	eV
LUMO	0.0206	Eh
electronic energy	-164205.7378	eV

The geometry in XYZ format:
```
333
Properties=species:S:1:pos:R:3:forces:R:3:mulliken_charge:R:1
C -2.487 0.586 4.821 -0.104 -0.641 -0.304 -0.061
C -3.867 1.132 5.211 0.912 -0.081 -1.908 0.099
C -3.770 1.973 6.409 -0.603 -0.425 1.744 -1.105
O -4.343 1.951 4.140 -0.863 -0.589 -0.366 -0.637
H -2.078 -0.160 5.502 -0.090 0.163 0.453 0.662
H -1.750 1.379 4.694 -0.038 0.180 0.053 -0.269
H -2.565 0.033 3.886 -0.090 0.189 -0.223 -0.302
H -4.550 0.284 5.265 -0.195 0.144 0.284 0.508
H -3.273 2.905 6.139 0.235 -0.093 0.411 0.034
H -3.286 1.366 7.174 0.686 0.451 0.219 0.381
H -4.738 2.161 6.873 -0.224 0.430 -0.373 0.342
H -3.662 2.591 3.919 0.523 0.293 0.158 -0.090
C -0.508 0.133 -2.107 -0.225 -0.283 0.961 1.725
C 0.174 -0.788 -1.090 1.222 0.910 0.643 1.744
C 1.127 -0.061 -0.140 -0.133 0.328 -0.188 0.835
O -0.674 -1.506 -0.241 -0.347 -0.067 0.220 0.686
H -1.008 -0.521 -2.821 -0.125 0.382 -0.281 0.096
H 0.197 0.827 -2.565 0.163 -0.359 -0.258 -0.873
H -1.231 0.770 -1.598 -0.268 -0.170 0.036 -0.746
H 0.808 -1.472 -1.654 0.134 -0.324 -0.275 -0.437
H 1.609 -0.769 0.533 0.381 -0.159 -0.420 -0.788
H 0.668 0.627 0.569 -0.624 0.007 -0.382 -0.761
H 1.814 0.537 -0.740 0.438 -0.203 0.184 -0.459
H -1.266 -2.052 -0.764 -0.746 -0.255 -0.186 -0.901
C -2.490 1.697 1.031 0.002 -1.193 0.362 0.099
O -2.177 3.050 0.924 0.420 0.478 -0.268 1.953
C -1.556 3.253 -0.330 0.435 0.943 -0.752 -0.116
C -1.185 4.717 -0.597 0.385 -0.933 0.766 -1.020
N 0.132 5.035 -0.032 -0.139 -0.809 -0.664 1.602
C 0.356 6.443 -0.182 0.696 -0.210 1.012 -0.499
C 1.496 6.893 0.748 0.232 0.670 -1.563 -0.071
O 1.710 8.294 0.524 0.991 0.371 -0.048 -0.499
C 2.667 8.619 -0.525 -0.485 -0.699 0.657 -0.646
H -1.617 1.051 0.945 0.395 -0.009 -0.664 -0.692
H -3.215 1.452 0.255 -0.170 -0.372 0.059 -0.138
H -2.831 1.388 2.019 -0.634 0.760 0.066 -0.078
H -2.168 2.877 -1.150 -0.591 0.034 0.021 -0.575
H -0.635 2.677 -0.424 0.305 -0.239 0.335 -0.592
H -1.948 5.394 -0.211 -0.282 -0.043 0.018 0.426
H -1.092 4.891 -1.669 -0.254 -0.136 -0.195 0.471
H 0.268 4.698 0.910 -0.306 0.033 0.369 -0.761
H -0.582 6.961 0.017 0.101 0.637 0.185 0.287
H 0.623 6.608 -1.226 0.086 0.427 -0.099 0.161
H 2.419 6.366 0.505 0.130 -0.286 -0.333 0.169
H 1.365 6.645 1.801 -0.599 0.531 0.108 0.053
H 2.212 8.543 -1.512 -0.153 0.103 -0.064 0.267
H 3.527 7.949 -0.515 0.002 -0.347 0.174 0.250
H 3.096 9.611 -0.386 -0.540 0.112 0.250 0.310
C 1.280 -4.704 -3.621 0.655 -0.572 -0.453 -0.620
O 0.131 -5.223 -3.005 -0.228 -0.883 0.257 -0.548
C 0.105 -5.114 -1.580 -0.285 0.407 -0.110 0.708
C -1.091 -5.897 -0.971 0.400 1.519 -1.856 -1.017
N -2.291 -5.607 -1.823 -0.133 -1.292 1.482 -0.292
C -3.387 -6.590 -1.514 0.641 1.284 -2.027 -0.911
C -4.462 -6.591 -2.637 0.183 -0.566 -0.721 -0.672
O -3.818 -7.009 -3.888 -0.207 -0.043 0.030 -0.350
C -4.738 -7.220 -4.993 -0.243 0.117 1.311 -0.891
H 1.387 -4.989 -4.667 -1.059 0.015 -0.240 0.331
H 2.179 -5.211 -3.271 0.321 0.497 0.883 0.608
H 1.322 -3.615 -3.604 0.188 0.145 0.415 -0.158
H 0.071 -4.045 -1.372 -0.419 0.239 0.370 -0.712
H 1.003 -5.457 -1.066 0.442 -0.353 -0.396 0.481
H -1.190 -5.482 0.032 -0.351 -0.330 0.152 0.134
H -0.830 -6.955 -0.967 -0.182 -0.182 0.184 0.659
H -1.988 -5.787 -2.769 -0.029 0.085 -0.353 0.233
H -3.730 -6.375 -0.502 -0.450 -0.179 -0.204 0.444
H -3.005 -7.606 -1.607 0.185 -0.230 0.487 0.406
H -5.051 -5.720 -2.923 0.340 0.667 0.707 0.375
H -5.192 -7.319 -2.283 -0.215 -0.432 -0.332 0.517
H -4.283 -7.467 -5.952 0.759 -0.075 0.492 0.265
H -5.341 -6.334 -5.194 -0.116 0.247 0.229 0.361
H -5.398 -8.037 -4.704 -0.217 -0.081 -0.182 0.333
C 1.844 5.173 7.056 -0.298 0.537 -0.632 -0.612
O 2.559 4.174 6.363 -0.018 -0.219 0.465 0.134
C 3.827 3.829 6.896 1.060 -0.441 -1.272 -1.051
C 4.472 2.738 5.981 -0.531 0.628 -0.093 0.189
N 4.616 3.157 4.552 -0.081 -0.258 1.236 -0.498
C 5.157 2.020 3.814 0.113 0.946 -1.124 -0.003
C 5.246 2.358 2.310 -0.603 -1.069 1.107 -1.622
O 3.947 2.079 1.760 0.819 1.164 -0.351 0.688
C 3.887 2.557 0.429 -0.828 0.123 0.076 -0.682
H 0.936 5.348 6.478 -0.175 -0.230 0.143 -0.017
H 2.325 6.151 7.045 0.592 0.021 0.052 0.338
H 1.555 4.968 8.087 0.208 -0.532 0.127 0.310
H 3.766 3.473 7.925 -0.191 -0.154 0.156 0.391
H 4.504 4.683 6.872 -0.079 0.405 0.094 0.408
H 3.908 1.816 6.123 -0.546 -0.255 -0.374 -0.379
H 5.462 2.416 6.304 0.162 0.541 0.363 0.541
H 3.692 3.263 4.158 -0.394 0.457 0.143 0.153
H 4.437 1.212 3.941 0.576 -0.835 -0.096 0.009
H 6.176 1.816 4.143 -0.216 -0.225 0.325 0.718
H 5.978 1.723 1.811 0.164 -0.175 -0.040 0.470
H 5.575 3.392 2.207 -0.341 0.257 -0.202 0.469
H 2.848 2.480 0.108 0.093 -0.566 -0.284 -0.320
H 4.596 2.031 -0.212 -0.120 -0.253 -0.193 0.109
H 4.066 3.624 0.295 0.462 0.306 0.510 0.372
C 3.667 1.274 -3.040 -0.768 -0.320 0.967 0.065
O 2.820 0.288 -3.642 0.947 -1.185 0.828 1.045
C 2.041 0.760 -4.689 -1.168 0.676 -0.877 -0.987
C 0.953 -0.244 -5.293 1.823 1.163 1.580 -0.038
N 1.635 -1.179 -6.142 -1.234 -0.401 -1.158 -0.367
C 0.753 -2.253 -6.610 2.065 -2.115 -0.408 0.410
C 1.710 -3.304 -7.299 -0.902 0.448 0.885 -1.161
O 2.729 -3.687 -6.364 -0.102 -0.366 -0.480 0.080
C 3.634 -4.613 -6.945 0.917 0.498 0.113 -1.026
H 4.302 0.813 -2.284 0.105 -0.594 -0.335 -0.566
H 3.047 1.927 -2.425 -0.150 0.563 -0.385 -0.375
H 4.318 1.856 -3.693 -0.242 -0.139 -0.527 0.474
H 2.734 1.089 -5.463 -0.166 -0.092 -0.651 0.582
H 1.545 1.669 -4.348 -0.447 0.236 0.053 -0.218
H 0.178 0.336 -5.792 0.337 0.063 -0.495 0.301
H 0.414 -0.724 -4.476 0.055 -0.221 0.389 -0.088
H 2.322 -1.703 -5.618 0.394 0.365 0.281 0.273
H -0.066 -2.088 -7.310 0.146 0.886 0.083 0.569
H 0.347 -2.815 -5.769 -0.439 0.110 0.306 -0.565
H 2.123 -2.891 -8.220 0.291 0.064 -0.012 0.405
H 1.144 -4.207 -7.528 -0.228 -0.080 -0.267 0.476
H 3.198 -5.466 -7.464 -0.502 0.099 0.016 0.363
H 4.327 -5.009 -6.203 -0.402 0.026 0.474 0.267
H 4.307 -4.090 -7.625 -0.135 0.108 -0.481 0.347
C -3.667 -3.556 2.015 -1.201 -0.391 1.800 -0.313
O -4.895 -3.084 2.668 0.747 0.545 -1.118 -0.251
C -5.423 -3.982 3.619 -0.396 0.617 -0.083 -0.608
C -6.825 -3.586 4.089 -0.878 -0.467 -0.150 -0.758
N -7.927 -3.733 3.125 0.694 0.391 -0.651 -0.347
C -9.261 -3.558 3.687 0.252 -1.023 0.151 -0.644
C -10.348 -4.125 2.783 -0.183 1.715 -0.003 -0.549
O -10.658 -3.042 1.838 0.709 -1.944 0.133 -0.282
C -11.706 -3.342 0.937 -0.284 1.713 0.362 -0.795
H -3.906 -4.495 1.517 0.062 0.077 -0.581 0.322
H -2.972 -3.820 2.812 0.284 0.023 0.048 0.513
H -3.189 -2.801 1.390 -0.623 -0.037 -0.105 -0.356
H -4.843 -3.919 4.539 0.511 -0.376 0.088 0.326
H -5.413 -4.985 3.193 -0.126 -0.300 0.198 0.330
H -6.855 -2.579 4.505 0.490 0.254 0.190 0.368
H -7.079 -4.268 4.901 0.225 -0.077 0.261 0.420
H -7.823 -2.929 2.522 0.160 -0.177 -0.722 0.216
H -9.453 -2.506 3.896 -0.367 0.047 0.262 0.325
H -9.308 -4.153 4.599 0.028 0.172 0.327 0.470
H -11.226 -4.348 3.390 -0.400 0.268 0.047 0.365
H -10.048 -5.092 2.382 0.263 0.254 -0.731 0.327
H -11.898 -2.409 0.406 0.157 0.188 -0.112 0.265
H -12.608 -3.446 1.541 -0.312 -0.927 -0.293 0.327
H -11.521 -4.058 0.136 0.124 -0.637 0.543 0.278
C 1.807 -0.833 5.674 -0.329 -0.434 0.285 -0.671
O 2.203 -0.365 6.957 0.644 0.414 -0.007 -0.189
C 1.269 0.458 7.631 -0.905 0.035 -0.021 -0.329
C 1.613 0.751 9.117 0.241 -1.405 -1.162 -0.719
N 1.583 -0.551 9.782 -0.244 0.878 -0.315 -0.337
C 1.769 -0.533 11.200 1.292 -0.543 0.740 -0.980
C 3.283 -0.271 11.591 -1.236 -0.915 0.072 -0.461
O 3.974 -1.408 11.068 -1.327 0.082 -0.494 -0.304
C 5.350 -1.400 11.160 0.697 0.368 0.265 -0.871
H 1.443 -0.124 4.931 0.441 1.039 0.206 -0.002
H 0.947 -1.501 5.717 0.094 -0.507 0.466 0.514
H 2.666 -1.356 5.255 -0.091 -0.035 0.074 0.277
H 0.350 -0.128 7.630 -0.538 0.296 0.139 0.419
H 1.126 1.377 7.062 -0.054 0.291 -0.042 0.072
H 0.879 1.381 9.620 -0.174 0.157 -0.449 0.495
H 2.580 1.253 9.149 0.316 0.196 0.154 0.143
H 2.316 -1.130 9.398 -0.009 -0.219 -0.207 0.311
H 1.462 -1.537 11.492 0.574 -0.207 0.518 0.403
H 1.073 0.081 11.771 0.081 0.635 -0.428 0.424
H 3.414 -0.187 12.669 -0.020 -0.287 0.317 0.495
H 3.648 0.679 11.202 0.130 0.016 -0.531 0.298
H 5.751 -0.489 10.716 0.273 0.311 0.238 0.350
H 5.807 -2.217 10.602 -0.434 -0.235 -0.020 0.261
H 5.628 -1.510 12.208 0.452 0.214 0.149 0.321
C 0.806 2.283 2.648 0.234 -0.225 -0.325 1.501
O 0.574 3.645 2.809 -0.859 1.335 0.920 0.040
C 0.183 4.090 4.124 0.421 -0.161 0.273 -0.927
C -1.108 4.898 4.147 -0.323 -0.244 -0.034 -0.993
N -2.202 4.163 3.529 0.178 -0.375 0.935 1.451
C -3.412 4.931 3.257 1.136 -0.084 -1.363 -0.593
C -4.019 5.658 4.425 -0.268 0.025 -0.076 -1.187
O -3.510 6.983 4.518 -0.543 0.018 -0.629 -0.336
C -4.148 7.709 5.549 0.975 -0.332 0.401 -0.849
H 1.046 2.230 1.586 0.089 -0.556 0.168 -1.293
H -0.052 1.659 2.899 -0.410 -0.013 -0.124 -0.346
H 1.638 1.912 3.246 0.325 0.096 -0.005 -0.045
H 1.021 4.654 4.537 -0.069 0.332 -0.205 0.407
H 0.105 3.262 4.829 -0.205 -0.519 -0.235 -0.035
H -0.950 5.897 3.741 0.005 0.204 -0.527 0.264
H -1.432 5.080 5.172 0.493 0.043 0.391 0.601
H -1.851 3.647 2.735 -0.311 0.378 -0.438 -0.791
H -4.088 4.274 2.711 -0.405 -0.179 0.540 0.689
H -3.198 5.674 2.488 0.070 0.617 -0.105 0.424
H -3.851 5.132 5.366 0.048 -0.207 0.206 0.375
H -5.095 5.690 4.252 -0.267 0.122 0.135 0.615
H -5.238 7.683 5.571 -0.159 -0.184 -0.444 0.302
H -3.811 8.745 5.498 0.002 -0.102 -0.043 0.253
H -3.781 7.247 6.465 -0.228 0.317 0.600 0.339
C 3.772 -1.565 2.069 2.267 0.774 0.656 0.141
O 5.071 -1.375 2.737 -1.275 0.288 0.255 -0.174
C 6.293 -1.608 2.036 -1.097 -0.955 0.632 -0.393
C 7.371 -1.681 3.141 -0.420 1.111 -0.850 -0.900
N 7.362 -0.432 3.876 0.283 0.870 -0.352 -0.081
C 8.036 -0.425 5.152 -1.899 -0.699 1.219 -0.996
C 7.078 -1.009 6.247 0.194 0.215 -0.324 -0.690
O 5.961 -0.125 6.501 0.842 -0.849 0.035 -0.087
C 5.113 -0.621 7.556 1.157 0.447 -0.301 -0.300
H 3.726 -0.841 1.256 -0.244 -0.226 -0.272 0.208
H 3.026 -1.298 2.818 0.029 -0.160 -0.048 -0.503
H 3.675 -2.604 1.754 -0.149 -0.013 -0.161 0.396
H 6.458 -0.885 1.237 0.246 0.403 0.176 0.231
H 6.138 -2.576 1.559 0.619 -0.347 -0.245 0.395
H 8.353 -1.719 2.670 0.080 -0.650 -0.022 0.372
H 7.154 -2.540 3.775 0.120 -0.356 -0.038 0.374
H 6.424 -0.085 4.013 -0.144 -0.286 -0.075 -0.044
H 8.247 0.580 5.517 0.273 0.220 -0.408 0.348
H 8.951 -1.018 5.136 0.046 0.057 -0.091 0.471
H 7.672 -1.197 7.141 -0.108 0.224 0.509 0.440
H 6.688 -1.979 5.939 -0.084 -0.202 -0.212 0.420
H 5.743 -1.032 8.345 0.107 0.103 0.266 0.345
H 4.449 -1.431 7.254 -0.211 0.296 -0.311 0.183
H 4.605 0.273 7.916 -0.382 -0.420 0.043 -0.139
C 4.117 -3.244 -1.154 -0.375 0.886 -0.051 -0.018
O 4.871 -3.833 -2.211 -0.324 -0.423 1.796 -0.562
C 4.692 -3.142 -3.405 0.530 0.665 -0.823 0.792
C 5.588 -1.878 -3.469 -1.467 -0.290 0.455 -0.230
N 7.000 -2.095 -3.387 1.264 -0.393 -1.637 -0.161
C 7.537 -2.593 -4.687 1.520 -0.498 0.845 -0.501
C 9.071 -2.936 -4.610 -1.275 -0.419 0.366 -0.812
O 9.292 -3.863 -3.549 0.559 -0.036 0.444 -0.311
C 10.678 -4.000 -3.250 0.398 0.374 0.492 -0.818
H 4.239 -3.649 -0.149 0.520 -0.781 -0.476 0.399
H 3.050 -3.240 -1.374 -0.268 -0.357 -0.207 -0.031
H 4.338 -2.185 -1.021 0.341 0.235 -0.148 0.033
H 3.656 -2.846 -3.568 -0.252 0.118 0.143 -0.177
H 4.921 -3.861 -4.192 0.197 0.087 -0.146 -0.215
H 5.348 -1.271 -2.595 -0.378 0.207 -0.092 -0.841
H 5.292 -1.320 -4.357 0.235 0.194 -0.060 0.652
H 7.164 -2.829 -2.713 0.199 -0.117 0.325 0.336
H 7.461 -1.833 -5.465 -0.360 0.073 0.067 0.383
H 7.011 -3.502 -4.981 -0.111 -0.045 -0.287 0.270
H 9.633 -2.008 -4.500 0.203 0.028 0.294 0.378
H 9.396 -3.463 -5.507 -0.110 0.362 -0.503 0.451
H 11.063 -3.087 -2.795 0.044 0.476 -0.399 0.328
H 11.307 -4.291 -4.091 -0.227 0.237 -0.501 0.301
H 10.949 -4.724 -2.482 -1.081 -0.474 0.040 0.267
C -0.774 4.661 -5.618 1.313 0.555 -0.820 -0.392
O -1.822 3.963 -5.071 -1.004 -1.696 1.066 -0.406
C -1.539 2.585 -4.670 -0.392 0.052 0.245 -0.114
C -2.817 1.883 -4.138 -0.269 1.174 -1.215 -0.003
N -3.789 1.758 -5.215 -0.090 -0.078 -0.159 -0.199
C -4.938 0.950 -4.865 0.182 0.620 -1.051 -0.085
C -6.041 1.282 -5.883 0.147 -0.290 0.965 -0.747
O -6.343 2.670 -5.834 0.103 -0.508 0.502 -0.331
C -7.278 3.100 -6.791 0.532 0.786 0.108 -0.802
H -0.176 4.076 -6.316 -0.108 -0.346 -0.334 0.360
H -0.024 5.071 -4.940 -0.089 -0.193 0.821 -0.130
H -1.127 5.539 -6.159 -0.444 -0.149 -0.061 0.341
H -0.768 2.544 -3.900 0.167 0.337 0.193 -0.092
H -1.165 2.013 -5.520 -0.039 0.141 -0.307 0.571
H -3.225 2.481 -3.322 -0.013 0.169 0.432 -0.187
H -2.704 0.863 -3.772 0.826 0.102 0.088 -0.005
H -4.177 2.632 -5.540 0.531 0.471 0.219 0.360
H -5.304 1.134 -3.855 -0.165 0.078 0.327 0.029
H -4.637 -0.094 -4.954 -0.344 -0.273 0.055 0.184
H -6.901 0.713 -5.528 -0.423 -0.186 -0.556 0.437
H -5.712 1.008 -6.885 -0.121 -0.209 -0.143 0.341
H -7.511 4.123 -6.496 -0.213 -0.006 -0.116 0.229
H -8.206 2.530 -6.840 0.029 -0.310 0.133 0.268
H -6.797 3.156 -7.768 -0.147 -0.214 -0.320 0.341
C -7.845 -0.720 -8.785 -0.598 -0.199 0.233 -0.497
O -6.594 -1.383 -8.920 -0.567 -0.020 -0.662 -0.233
C -6.776 -2.678 -9.520 2.221 -0.669 -0.016 -0.702
C -5.351 -3.262 -9.856 -1.258 0.170 0.858 -0.762
N -4.709 -3.745 -8.642 -0.726 0.478 0.254 -0.295
C -3.303 -4.054 -8.777 0.235 0.934 1.291 -0.862
C -2.747 -4.443 -7.376 1.109 0.454 -0.413 -0.223
O -2.516 -3.287 -6.522 -0.259 -0.484 -0.568 -0.213
C -2.254 -3.621 -5.160 -1.276 0.587 0.129 -0.285
H -8.280 -0.247 -9.665 0.443 -0.461 -0.869 0.320
H -7.848 0.139 -8.114 0.712 -0.417 0.573 -0.061
H -8.564 -1.468 -8.449 -0.313 0.199 0.294 0.357
H -7.326 -2.670 -10.461 -0.360 0.374 0.126 0.450
H -7.178 -3.395 -8.805 -0.625 0.182 0.104 0.377
H -4.828 -2.412 -10.293 0.420 -0.244 -0.647 0.337
H -5.463 -4.164 -10.458 -0.026 0.466 -0.770 0.486
H -4.773 -2.945 -8.030 0.138 -0.025 0.682 0.184
H -2.782 -3.148 -9.086 0.512 0.168 -0.171 0.352
H -3.127 -4.785 -9.566 -0.040 -0.407 0.353 0.497
H -1.746 -4.859 -7.487 0.019 -0.571 -0.251 0.395
H -3.399 -5.182 -6.910 -0.143 0.098 0.211 -0.045
H -3.083 -4.243 -4.822 0.153 -0.450 0.291 0.410
H -2.344 -2.700 -4.584 0.016 0.243 -0.141 -0.248
H -1.295 -4.038 -4.854 0.188 -0.423 -0.738 0.132
C -4.224 -1.022 -1.045 -0.761 -0.299 -0.844 -0.466
C -4.159 -2.488 -1.569 2.253 1.071 0.601 -0.557
O -2.809 -2.918 -1.305 0.044 0.735 0.808 0.419
H -3.412 -0.343 -1.305 0.484 -0.628 -0.419 -0.507
H -4.295 -0.935 0.039 -0.298 -0.381 0.001 0.302
H -5.086 -0.562 -1.529 -0.385 0.134 0.374 0.569
H -4.188 -2.600 -2.653 -1.097 0.411 -0.103 0.263
H -4.864 -3.122 -1.031 -0.221 0.028 -0.181 0.358
H -2.724 -3.868 -1.408 0.070 -1.025 -0.463 -0.137
C 7.177 2.597 -2.480 -0.191 -0.414 -1.043 -0.789
C 7.685 1.401 -3.341 -0.606 0.802 0.832 -0.050
O 8.082 0.389 -2.453 0.404 0.314 0.257 -0.621
H 6.645 3.318 -3.101 0.292 0.295 -0.248 0.256
H 7.959 3.104 -1.916 -0.024 -0.184 -0.010 0.447
H 6.388 2.235 -1.821 0.283 -0.218 0.304 0.007
H 8.488 1.643 -4.038 0.272 0.403 0.143 0.318
H 6.867 1.069 -3.979 -0.314 -0.147 -0.026 0.073
H 7.705 -0.439 -2.761 -0.065 -0.914 -0.194 0.453
C -0.890 -2.109 3.260 0.180 0.245 -0.563 -0.511
C 0.155 -3.046 2.721 1.073 0.587 0.782 0.724
O 0.869 -3.475 3.907 -0.239 -0.420 -0.492 -0.557
H -0.364 -1.223 3.616 -0.048 0.001 0.285 -0.137
H -1.408 -2.585 4.093 -0.292 0.169 -0.162 0.791
H -1.528 -1.755 2.451 -0.269 -0.166 0.198 -0.127
H 0.859 -2.459 2.131 -0.039 -0.021 -0.418 -0.494
H -0.184 -3.870 2.093 -0.318 -0.191 0.239 0.113
H 1.550 -4.098 3.643 0.121 -0.059 0.030 0.301
C 3.359 4.709 -3.936 -0.056 -0.274 0.867 -1.213
C 2.333 5.200 -2.935 -0.037 -0.015 0.060 0.126
O 1.872 4.087 -2.199 0.234 -0.601 -0.562 0.318
H 2.880 3.919 -4.515 0.074 0.231 -0.469 0.155
H 4.130 4.202 -3.356 0.295 0.115 -0.094 0.058
H 3.804 5.512 -4.525 -0.173 -0.161 -0.153 0.509
H 1.499 5.667 -3.459 -0.155 0.253 -0.084 0.100
H 2.732 5.912 -2.213 0.317 0.369 -0.218 0.178
H 1.415 4.414 -1.421 -0.631 0.050 0.808 -0.402
C -5.709 3.590 -0.723 -0.462 -1.669 0.796 -0.439
C -5.569 5.056 -0.457 -0.082 0.022 -0.446 -0.178
O -4.361 5.454 -1.027 1.670 0.860 -0.846 -0.408
H -6.659 3.129 -0.455 -0.405 0.423 0.084 0.485
H -5.020 3.043 -0.079 0.385 0.071 -0.039 -0.103
H -5.514 3.244 -1.738 0.110 0.605 -0.210 0.008
H -5.420 5.293 0.596 -0.797 -0.191 0.196 0.034
H -6.350 5.653 -0.928 -0.470 -0.076 0.476 0.456
H -4.529 5.969 -1.819 0.114 -0.088 -0.016 0.256
```
Forces are in eV/Å.